--- one ---
Molecular formula: C7H11N2O2
Method: DFT, the ωB97M-V functional and the def2-TZVPD basis

Output
2S+1: 2
Frontier orbital gap (alpha / beta): 5.25 / 1.63 eV
Expectation value of S²: 0.760
E_LUMO (alpha / beta): -1.33 / -4.95 eV

Last column: Löwdin spin population.
Positions of all 22 atoms, in Å:
O: -1.25052 0.20589 1.96780  0.00
O: -2.02452 2.22020 1.36554  0.00
N: -0.11392 -2.60740 -0.56847  0.11
N: -1.66128 -1.54529 -1.82042  -0.01
C: -0.08086 0.36560 -2.66225  0.05
C: 1.51248 1.03504 2.31866  0.00
C: 0.58708 -1.67203 -1.28541  0.28
C: -1.15961 1.38857 1.65446  0.00
C: -1.53099 -2.50895 -0.96318  0.22
C: 0.43968 1.93776 1.65492  0.00
C: -0.41974 -0.98738 -2.03000  0.30
H: -1.01815 0.74316 -3.14126  0.00
H: 0.36212 0.95716 -1.84372  0.02
H: 0.54110 0.27459 -3.54009  0.02
H: 1.10471 0.06285 2.79978  0.00
H: 0.30266 -3.10911 0.15848  0.00
H: 1.86315 1.67695 3.15776  0.00
H: 2.30675 0.80368 1.67515  0.00
H: -2.39483 -3.01329 -0.67361  0.01
H: 1.59379 -1.36119 -1.24951  0.01
H: 0.39634 2.78144 2.29612  0.00
H: 0.64454 2.35175 0.72925  0.00


--- two ---
Molecular formula: C7H11N2O2
Method: DFT, the ωB97M-V functional and the def2-TZVPD basis

Output
2S+1: 2
Frontier orbital gap (alpha / beta): 9.39 / 5.35 eV
Expectation value of S²: 0.756
E_LUMO (alpha / beta): 0.69 / -3.35 eV

Last column: Löwdin spin population.
Positions of all 22 atoms, in Å:
O: 0.08632 2.17122 -2.58375  0.54
O: -1.56749 0.79340 -1.87264  0.13
N: 0.88357 0.09363 2.44190  0.00
N: -1.33927 0.41352 2.03031  0.00
C: -0.43844 1.11890 -2.18309  0.11
C: 1.18018 -0.85126 -2.96212  0.02
C: -1.05193 -0.88989 1.67932  0.00
C: 0.26066 -1.07751 1.99044  0.00
C: -0.10663 0.98917 2.37159  0.00
C: 1.03532 -2.33252 1.78589  0.00
C: 0.71994 0.05066 -1.77450  0.18
H: 1.59106 0.61399 -1.42361  0.00
H: 1.42094 -2.71041 2.72532  0.00
H: 0.56093 -3.16388 1.20642  0.00
H: -2.13840 0.79543 1.54848  0.00
H: 0.67711 -1.86415 -2.99632  0.00
H: 1.84560 -2.04378 1.01053  0.00
H: 0.98921 -0.39772 -3.91574  0.00
H: 2.15270 -1.24045 -2.67821  0.01
H: -1.73038 -1.65896 1.35611  0.00
H: 0.28665 -0.60473 -1.02252  0.01
H: -0.11299 2.05239 2.51081  0.00


Tell me which of them is the least stable. Sure, it is one.


--- one ---
Molecular formula: C5H8NO
Method: DFT, the ωB97M-V functional and the def2-TZVPD basis

Output
Charge: -1
2S+1: 1
Frontier orbital gap (alpha / beta): 6.29 / 6.29 eV
E_LUMO (alpha / beta): 4.12 / 4.12 eV

Last column: Mulliken charge in e.
Positions of all 15 atoms, in Å:
O: 2.01710 -0.99275 -1.21677  -0.54
N: 1.43009 -1.36840 -0.10621  -0.25
C: 0.02456 0.87923 -1.02767  -1.28
C: 0.19347 0.75719 1.37091  -1.53
C: -1.34805 -0.81010 0.00975  -0.93
C: -0.18798 -0.01128 0.12258  1.12
C: -2.19019 -1.61648 -0.34279  -0.22
H: 0.18132 -0.00345 2.13421  0.41
H: 0.36500 1.88797 -0.71848  0.25
H: 1.28572 1.08358 1.28646  0.31
H: -0.53746 1.57880 1.47263  0.40
H: -3.15692 -1.85886 -0.64207  0.36
H: -0.87094 0.95616 -1.60611  0.45
H: 1.89116 -0.96904 0.79965  0.18
H: 0.90312 0.48744 -1.53608  0.28


--- two ---
Molecular formula: C5H8NO
Method: DFT, the ωB97M-V functional and the def2-TZVPD basis

Output
Charge: -1
2S+1: 1
Frontier orbital gap (alpha / beta): 6.45 / 6.45 eV
E_LUMO (alpha / beta): 3.52 / 3.52 eV

Last column: Mulliken charge in e.
Positions of all 15 atoms, in Å:
O: 3.20702 1.78867 -0.43436  -0.73
N: 2.96996 0.55770 -0.08727  -0.02
C: 1.91970 -0.09414 -0.39117  -0.43
C: -1.10774 0.64157 -0.37095  0.12
C: -3.70561 0.79377 0.04288  -1.01
C: 1.89130 -1.55499 0.14124  -0.94
C: -2.25744 0.78853 -0.15837  0.38
H: 3.70180 -0.06959 0.39607  0.19
H: -4.02252 1.90973 0.20433  0.22
H: 1.40238 -2.28804 -0.45719  0.26
H: 2.91434 -1.91841 0.36417  0.39
H: -4.16126 0.41364 -0.97544  0.20
H: 1.23189 -1.48086 1.01867  0.15
H: 0.06353 0.40689 -0.22137  -0.01
H: -4.04734 0.10553 0.92877  0.22


Tell me which of them is the least stable. Sure, it is two.


--- one ---
Molecular formula: C7H14O2
Method: DFT, the ωB97M-V functional and the def2-TZVPD basis

Output
2S+1: 1
Frontier orbital gap: 7.22 eV
E_LUMO: 0.50 eV

Last column: Mulliken charge in e.
Positions of all 23 atoms, in Å:
O: -2.15011 -1.02151 0.39775  -0.55
O: -0.92929 -2.68216 1.19160  -0.40
C: 0.49510 1.93641 -0.99784  -0.80
C: 1.93062 -1.01184 -0.01338  -1.04
C: -0.96739 -1.40578 0.85837  -0.08
C: -0.97655 1.52547 -1.04854  -0.97
C: 0.61399 -0.78356 -0.72488  -0.60
C: -0.11018 1.15164 1.37270  -1.27
C: -0.03177 0.95553 -0.01737  0.62
H: -1.26711 0.92414 -1.90487  0.33
H: 1.77636 -1.29466 1.03225  0.26
H: 0.71986 2.92736 -0.62507  0.30
H: 2.53200 -0.10037 -0.00864  0.27
H: 2.52025 -1.80633 -0.48026  0.36
H: -1.06654 1.27435 1.86849  0.32
H: 0.74359 -0.32000 -1.70300  0.47
H: -0.34030 -0.65167 1.42851  0.55
H: 0.12831 -1.73365 -0.96749  0.50
H: 0.76195 1.49125 1.91698  0.29
H: -2.05007 -0.10846 0.06190  0.48
H: -1.74513 -3.13236 0.91385  0.38
H: 1.12579 1.61038 -1.81854  0.25
H: -1.71340 2.25584 -0.73249  0.34


--- two ---
Molecular formula: C7H14O2
Method: DFT, the ωB97M-V functional and the def2-TZVPD basis

Output
2S+1: 1
Frontier orbital gap: 10.19 eV
E_LUMO: 0.59 eV

Last column: Mulliken charge in e.
Positions of all 23 atoms, in Å:
O: 1.95010 1.68835 -0.28584  -0.59
O: -1.82951 -0.21226 0.86627  -0.65
C: 0.65026 1.31545 0.07026  1.06
C: -0.28398 1.21310 -1.07745  -1.32
C: 0.17763 -0.07897 -0.41562  1.55
C: -0.89271 -0.81352 0.31467  0.43
C: -0.47663 -2.16358 0.86169  -1.54
C: 0.20906 1.88032 1.39676  -1.62
C: 1.22922 -0.90017 -1.13157  -1.77
H: 0.87086 1.54631 2.19652  0.41
H: -1.31378 1.48817 -0.90483  0.33
H: -0.81284 1.59505 1.61794  0.36
H: -2.94791 -0.96953 -1.53064  0.22
H: 0.27911 2.96626 1.36342  0.37
H: -2.88612 -0.65020 -0.77906  -0.21
H: 1.85071 -1.46329 -0.43574  0.35
H: -1.22413 -2.54844 1.54538  0.42
H: 0.76501 -1.59994 -1.82564  0.37
H: 0.09900 1.40569 -2.06762  0.31
H: -0.30631 -2.86079 0.04213  0.35
H: 0.45821 -2.11299 1.42026  0.32
H: 1.88966 -0.24574 -1.69521  0.46
H: 2.54510 1.52070 0.45395  0.38


Tell me which of them is the least stable. Sure, it is one.


--- one ---
Molecular formula: C8H11NOS
Method: DFT, the ωB97M-V functional and the def2-TZVPD basis

Output
2S+1: 1
Frontier orbital gap: 9.66 eV
E_LUMO: 0.73 eV

Last column: Mulliken charge in e.
Positions of all 22 atoms, in Å:
S: -2.20721 0.51156 0.32453  0.34
O: -2.40347 1.13877 -1.04771  -0.65
N: -0.96426 -1.83067 -0.33211  -0.69
C: -2.23510 -1.37936 0.09738  -0.51
C: 2.13018 -0.05009 -0.98081  -0.31
C: 1.44408 -1.27463 -0.45907  -1.07
C: 0.16573 1.47908 -0.46940  -0.91
C: 1.54217 1.15034 -0.99610  -0.53
C: -0.27716 0.43122 0.43543  0.96
C: 0.01263 -1.01960 -0.30826  0.43
C: 0.06871 0.56455 1.89704  -1.37
H: 1.62279 -1.74851 0.43848  0.35
H: 3.03825 -0.14415 -1.49311  0.46
H: -0.49167 1.30533 2.41605  0.42
H: -3.01815 -1.59921 -0.69552  0.40
H: -2.64881 -1.77176 1.05068  0.30
H: 1.67845 -2.01018 -1.16493  0.52
H: -0.13262 -0.43859 2.44398  0.30
H: 0.04187 2.50631 -0.08576  0.42
H: -0.53418 1.43018 -1.34850  0.39
H: 2.00194 1.85793 -1.63792  0.39
H: 1.16582 0.89146 1.91564  0.34


--- two ---
Molecular formula: C8H11NOS
Method: DFT, the ωB97M-V functional and the def2-TZVPD basis

Output
2S+1: 1
Frontier orbital gap (alpha / beta): 7.74 / 7.74 eV
E_LUMO (alpha / beta): -1.49 / -1.49 eV

Last column: Mulliken charge in e.
Positions of all 22 atoms, in Å:
S: 1.28560 1.25058 -2.58472  0.28
O: 2.50475 0.49744 -2.21566  -0.46
N: -1.41278 -0.26298 -5.27735  -0.52
C: -0.26059 1.66297 0.39333  -0.52
C: 1.66878 0.35246 1.20609  -0.36
C: -1.07262 0.46315 -0.08069  -0.96
C: -0.54456 -0.03675 -4.45784  0.96
C: 0.89042 1.64785 1.02840  -0.30
C: 0.67582 -0.83237 1.10965  -0.93
C: -0.21321 -0.76914 -0.14607  -0.45
C: 0.29635 0.45406 -3.58278  -0.53
H: 1.33159 -1.68769 1.06647  0.39
H: -0.84649 -1.69061 -0.16293  0.24
H: 2.42749 0.31434 0.34931  0.23
H: -1.88050 0.30613 0.54824  0.45
H: 1.28229 2.49286 1.57029  0.40
H: -1.46620 0.59909 -1.00291  0.50
H: 2.10932 0.12490 2.16588  0.32
H: 0.29254 -0.74362 -1.04220  0.20
H: -1.58970 -1.15493 -5.66365  0.29
H: -0.06143 -0.76015 1.84157  0.37
H: -0.64530 2.63417 0.25923  0.41


Tell me which of them is the least stable. Sure, it is two.